Below is a single C11H17O3P molecule in a non-equilibrium geometry, with properties calculated with ωB97M-V/def2-TZVPD.

Geometry as XYZ:
```
32
Properties=species:S:1:pos:R:3:forces:R:3
C -2.945947 1.065250 2.220714 0.2 -0.3 -0.1
C -1.867245 1.467254 1.228704 0.4 -0.1 0.3
C -1.548541 2.953870 1.309942 0.2 -0.2 0.0
O -2.195265 1.079407 -0.094891 -0.4 0.0 -0.5
P -0.380035 0.388469 1.526427 0.3 1.2 -0.3
O -0.692829 -1.022456 1.778033 -0.1 -0.7 -0.1
O 0.325113 1.047515 2.832308 -0.1 0.3 -0.4
C 0.795041 0.753748 0.160543 -0.6 -0.1 0.6
C 1.903481 -0.307121 0.101965 0.1 -0.1 0.1
C 1.748368 -1.202443 -1.096101 0.1 0.0 0.0
C 2.709671 -1.236253 -2.096183 0.0 0.0 0.1
C 2.545963 -2.052657 -3.202727 0.0 0.0 -0.1
C 1.415869 -2.841907 -3.320736 0.0 -0.1 -0.1
C 0.451111 -2.812427 -2.326715 -0.1 0.0 0.0
C 0.615481 -1.998299 -1.221564 0.0 0.0 0.0
H -2.624129 1.308620 3.231265 -0.1 0.0 0.1
H -3.881095 1.586880 2.013478 0.0 0.1 0.0
H -3.110754 -0.008708 2.156249 -0.1 0.0 0.1
H -1.081489 3.178100 2.264717 0.0 0.1 0.1
H -2.459812 3.543522 1.212023 -0.1 0.0 0.0
H -0.867121 3.230733 0.509392 0.1 0.1 -0.1
H -3.107132 1.333446 -0.285250 0.1 0.0 0.0
H 0.465767 0.344298 3.468638 0.1 -0.2 0.3
H 1.203565 1.747676 0.337975 -0.1 0.1 0.0
H 0.223146 0.772573 -0.766581 0.0 0.1 0.0
H 2.882776 0.174507 0.076469 -0.1 0.0 0.0
H 1.855067 -0.920872 1.007730 0.2 0.0 -0.1
H 3.595446 -0.621802 -2.010183 0.1 0.1 0.0
H 3.302671 -2.070675 -3.973964 0.1 0.0 -0.1
H 1.287461 -3.478528 -4.184137 0.0 0.0 -0.1
H -0.432174 -3.428230 -2.413635 -0.1 0.0 0.0
H -0.132430 -1.973493 -0.443904 -0.1 0.0 0.1
```
Forces are in eV/Å.

The net charge is 0. As for the gap between HOMO and LUMO: 9.59 eV. The LUMO energy is 0.024 Eh. Its SMILES is CC(C)(O)[P@](=O)(O)CCc1ccccc1. For the energy above the lowest of the compared OMol25 structures with the same formula, charge and spin, the calculation gives 0.9 kJ/mol.

Below is a 2-piece molecular cluster, C5H6N overall in a non-equilibrium geometry, with properties calculated with ωB97M-V/def2-TZVPD.

Geometry as XYZ:
```
12
Properties=species:S:1:pos:R:3:forces:R:3
C -2.446363 -0.941851 0.877149 1.1 -2.1 -1.3
C -1.796125 0.147141 1.195974 -0.4 0.9 1.2
C 2.596889 0.445274 -0.592324 1.8 -0.9 -2.5
C -0.128691 0.544573 -0.570040 -2.1 0.6 3.7
C 3.114937 0.125015 -1.636065 -1.1 1.0 1.5
N -0.755522 0.583279 0.413063 1.0 -0.7 -3.5
H -3.176680 -1.322201 1.616164 0.3 0.0 -1.1
H -1.979572 -1.491537 -0.038493 -1.8 0.5 1.8
H -2.004942 0.724109 2.058772 0.0 0.6 0.6
H 2.257499 0.668582 0.341524 -0.4 0.4 2.0
H 0.794066 0.443711 -1.068816 1.2 0.0 -1.6
H 3.524504 0.073906 -2.596907 0.4 -0.4 -0.8
```
Forces are in eV/Å.

The net charge is +1. As for the gap between HOMO and LUMO: 9.36 eV. The LUMO energy is -0.213 Eh. For the energy above the lowest of the compared OMol25 structures with the same formula, charge and spin, the calculation gives 530.6 kJ/mol.

Below is a 2-piece molecular cluster, C3H4N2O overall in a non-equilibrium geometry, with properties calculated with ωB97M-V/def2-TZVPD.

Geometry as XYZ:
```
10
Properties=species:S:1:pos:R:3:forces:R:3
C 0.639465 -2.020644 -2.056592 0.1 -1.9 -1.1
C 0.300943 -1.483954 -0.840004 -0.2 3.5 -1.1
C 0.844256 -0.477625 0.090873 1.3 0.3 -1.4
N 0.765308 -2.541927 -3.085886 0.2 0.4 0.4
N 0.227053 0.672222 0.497113 1.1 0.9 0.4
O 0.405486 -1.766828 0.426789 -1.0 -3.4 2.5
H -1.579298 -0.832308 -1.999462 0.6 -0.1 0.7
H 1.930960 -0.404357 0.306503 -0.6 -0.1 -0.8
H -0.729850 0.752430 0.696004 -1.5 -0.4 -0.2
H 0.749867 0.986100 1.283840 0.1 0.8 0.6
```
Forces are in eV/Å.

The net charge is 0. As for the gap between HOMO and LUMO (alpha / beta): 9.49 / 8.38 eV. The LUMO energy (alpha / beta) is -0.031 / -0.023 Eh. For the energy above the lowest of the compared OMol25 structures with the same formula, charge and spin, the calculation gives 656.2 kJ/mol.

Below is C34H47As2N5O2RuS as an isolated structure in a non-equilibrium geometry, with properties calculated with ωB97M-V/def2-TZVPD.

Geometry as XYZ:
```
92
Properties=species:S:1:pos:R:3:forces:R:3
Ru 0.675771 0.806234 -0.355289 -0.3 0.9 -0.3
C -4.387760 -2.674812 -0.537728 0.0 0.0 0.0
As -2.782161 -1.631729 -0.996814 -0.2 0.2 0.0
C -3.635972 -0.441967 -2.303408 0.0 0.0 0.0
C -1.986460 -2.891333 -2.285080 0.2 0.0 0.0
C -2.759569 -3.650329 -3.158765 -0.1 0.0 0.1
C -2.181094 -4.538896 -4.053185 0.0 0.0 0.0
C -0.803365 -4.676754 -4.074328 0.0 0.0 0.0
C -0.018805 -3.926332 -3.208925 0.1 0.0 0.0
C -0.589608 -3.033860 -2.304455 -0.1 0.3 -0.2
As 0.557735 -1.907247 -1.140450 -0.2 -0.7 0.3
C 2.243983 -2.874455 -1.392575 0.0 0.1 -0.1
C 0.137354 -2.820860 0.533634 0.0 -0.1 0.1
H -5.012029 -2.896955 -1.404884 0.0 0.0 0.0
H -4.961449 -2.089666 0.180322 0.0 0.0 0.0
H -4.084276 -3.605826 -0.058323 0.0 0.0 0.0
H -4.212175 -1.010481 -3.034478 0.0 0.0 0.0
H -2.864404 0.133475 -2.815153 0.0 0.0 0.0
H -4.287713 0.251879 -1.772747 0.0 0.0 0.0
H -3.839799 -3.551552 -3.137476 0.0 0.0 0.0
H -2.799909 -5.117960 -4.728413 0.0 0.0 0.0
H -0.336167 -5.364908 -4.768751 0.0 0.0 0.0
H 1.056638 -4.039612 -3.250003 0.0 0.0 0.0
H 2.073006 -3.936174 -1.219610 0.0 0.0 0.0
H 2.952268 -2.493149 -0.661392 0.0 0.1 0.0
H 2.662555 -2.719959 -2.383615 0.0 0.0 0.0
H 0.301635 -3.890369 0.403251 0.0 0.0 0.0
H -0.897017 -2.632765 0.802952 0.0 0.1 0.0
H 0.771936 -2.429591 1.325744 0.1 0.1 0.0
N -4.564580 -2.934559 5.715056 0.1 0.0 0.1
C -3.544375 -2.236320 5.055710 0.0 0.0 0.0
C -3.432319 -0.851612 5.199514 -0.1 -0.1 0.0
C -2.409721 -0.163435 4.576079 0.0 0.0 -0.1
C -1.480028 -0.856199 3.814250 0.0 0.2 0.1
C -1.565645 -2.230939 3.681397 0.0 0.0 0.0
C -2.599841 -2.919975 4.292909 0.0 -0.1 0.0
S -0.119379 0.007854 3.079733 0.3 -0.1 -0.2
O 0.007703 1.272494 3.761140 0.0 0.0 0.0
O 1.000279 -0.908557 3.158923 0.1 0.1 -0.1
N -0.441427 0.164605 1.502597 -0.1 0.4 -0.3
C -1.518139 0.971618 1.115814 -0.8 0.2 0.2
N -2.478556 1.332800 1.922793 0.3 0.0 0.0
C -3.417657 2.224028 1.417850 0.0 -0.1 0.0
C -3.308328 2.728526 0.129194 0.1 -0.2 0.0
C -2.287303 2.276092 -0.676758 0.1 0.1 -0.1
N -1.388455 1.318356 -0.202471 0.2 -0.5 0.1
H -5.381009 -2.383936 5.922570 0.0 0.0 0.0
H -4.800479 -3.821156 5.303025 0.0 0.0 -0.1
H -4.165046 -0.319440 5.798698 0.0 0.0 0.0
H -2.319483 0.912066 4.649667 0.0 -0.1 0.0
H -0.811358 -2.757224 3.108953 -0.1 0.0 0.1
H -2.673403 -3.997532 4.187847 0.0 0.0 0.0
H -4.213564 2.516280 2.093648 0.1 0.0 -0.1
H -4.016739 3.455827 -0.248827 0.0 0.0 0.0
H -2.152590 2.607429 -1.695588 0.0 0.0 0.0
C 2.397169 2.665457 -3.295442 -0.1 0.0 0.1
C 1.173959 3.253915 -2.581819 -0.1 -0.1 -0.1
C 1.395208 4.761925 -2.421823 0.0 0.1 0.0
C -0.053660 3.026761 -3.492504 0.1 0.0 0.0
C 0.922681 2.661329 -1.216496 0.2 -0.4 0.3
H 2.603910 3.235468 -4.207609 0.0 0.0 0.0
H 2.217131 1.628248 -3.577554 0.0 0.1 0.0
H 3.280387 2.693436 -2.653492 0.0 0.0 0.0
H 1.570786 5.233458 -3.395103 0.0 0.0 0.0
H 2.264962 4.949433 -1.785451 0.0 0.0 0.0
H 0.525120 5.237710 -1.960467 0.0 0.0 0.0
H 0.159904 3.339312 -4.522018 0.0 0.0 0.1
H -0.912607 3.595644 -3.131364 0.0 0.0 0.0
H -0.319052 1.966900 -3.496346 0.0 0.0 -0.1
H 0.536417 3.390462 -0.500951 0.0 0.0 0.1
C 3.396349 3.509171 1.437343 0.0 -0.1 0.0
N 3.904425 2.363253 2.177635 0.0 0.0 0.0
C 3.735834 2.571337 3.609240 0.1 -0.1 -0.1
C 3.236894 1.133929 1.749149 0.2 0.1 -0.1
C 3.648743 0.704707 0.354292 0.0 0.0 -0.1
C 5.017313 0.584101 0.113972 0.0 0.0 -0.1
C 5.503014 0.199362 -1.126106 0.0 0.0 0.1
C 4.599860 -0.088122 -2.138107 0.0 -0.1 0.0
C 3.240267 0.011946 -1.890343 -0.1 -0.1 0.1
C 2.709003 0.416028 -0.658749 0.4 0.1 0.2
H 3.935194 4.411754 1.734701 0.0 0.0 0.0
H 2.320521 3.666302 1.617297 0.0 0.0 0.0
H 3.532861 3.352070 0.366272 0.0 0.0 0.0
H 4.266643 3.479705 3.903371 0.0 0.0 0.0
H 4.169027 1.728560 4.152633 0.0 0.0 0.0
H 2.680451 2.661917 3.902498 -0.1 0.0 0.0
H 2.147570 1.239055 1.804623 -0.2 0.1 0.0
H 3.494009 0.345600 2.460545 0.0 0.0 0.0
H 5.705488 0.826168 0.916710 0.0 0.0 0.0
H 6.570893 0.125754 -1.300633 0.0 0.0 0.0
H 4.954439 -0.392907 -3.118160 0.0 0.0 0.0
H 2.557179 -0.240330 -2.693481 0.0 0.0 -0.1
```
Forces are in eV/Å.

The net charge is -1. As for the gap between HOMO and LUMO (alpha / beta): 4.43 / 7.27 eV. As for the multiplicity: 6. The LUMO energy (alpha / beta) is 0.093 / 0.075 Eh. The expectation value of S² is 8.78. For the energy above the lowest of the compared OMol25 structures with the same formula, charge and spin, the calculation gives 0.0 kJ/mol.